Entry 1:
Molecular formula: C3H4OS
Method: DFT, ωB97M-V with the def2-TZVPD basis set

Properties
DFT total energy ... -590.01249 Ha
SMILES string ... O=CCC=S
F_max ... 6.62 eV/Å

Bonds (Å) are listed after each position.
CARTESIAN COORDINATES (ANGSTROEM)
1 O -2.47 -0.47 -0.18  C2 1.287
2 C -1.21 -0.70 -0.15  O1 1.287, C3 1.561, H6 1.137
3 C -0.09 0.32 0.22  C2 1.561, C4 1.577, H7 0.970, H8 1.135
4 C 1.40 0.51 -0.27  C3 1.577, S5 1.523, H9 1.167
5 S 2.26 -0.72 -0.05  C4 1.523
6 H -0.68 -1.70 -0.11  C2 1.137
7 H -0.74 1.03 0.10  C3 0.970
8 H -0.20 0.29 1.35  C3 1.135
9 H 1.72 1.44 -0.90  C4 1.167

Here are the Löwdin charges for atoms 1 to 6, given in e: -0.0023, -0.1914, -0.2549, -0.6929, 0.7673, 0.1164

---

Entry 2:
Molecular formula: C3H4OS
Method: DFT, ωB97M-V with the def2-TZVPD basis set

Properties
DFT total energy ... -590.03034 Ha
F_max ... 5.58 eV/Å

Bonds (Å) are listed after each position.
CARTESIAN COORDINATES (ANGSTROEM)
1 C -1.70 0.54 0.09  C2 1.495, S5 1.647, H6 1.021
2 C -0.49 -0.33 0.06  C1 1.495, C3 1.430, H7 1.105
3 C 0.93 -0.20 -0.07  C2 1.430, H8 1.070, H9 1.029
4 O -4.17 0.85 0.12  S5 1.432
5 S -3.17 -0.16 0.35  C1 1.647, O4 1.432
6 H -1.54 1.43 -0.38  C1 1.021
7 H -0.55 -1.33 0.52  C2 1.105
8 H 1.51 -1.08 0.08  C3 1.070
9 H 1.39 0.70 -0.27  C3 1.029

Here are the Löwdin charges for atoms 1 to 6, given in e: -0.3663, -0.2286, 0.0362, -0.5568, 0.9434, 0.0445

---

Entry 3:
Molecular formula: C3H4OS
Method: DFT, ωB97M-V with the def2-TZVPD basis set

Properties
DFT total energy ... -589.96458 Ha
F_max ... 4.04 eV/Å

Bonds (Å) are listed after each position.
CARTESIAN COORDINATES (ANGSTROEM)
1 C -0.66 -0.45 0.45  C2 1.397, C3 1.606, H6 1.104, H7 1.182
2 C 0.08 0.54 -0.22  C1 1.397, O4 1.350, H8 1.136
3 C -2.25 -0.31 0.50  C1 1.606, S5 1.553
4 O 1.20 1.04 0.35  C2 1.350, H9 1.032
5 S -3.24 -0.29 -0.70  C3 1.553
6 H -0.67 -1.32 -0.23  C1 1.104
7 H -0.35 -0.72 1.56  C1 1.182
8 H -0.21 0.97 -1.23  C2 1.136
9 H 1.71 1.84 -0.05  O4 1.032

Here are the Löwdin charges for atoms 1 to 6, given in e: -0.3213, -0.2579, -0.6084, -0.0307, 0.6602, 0.1045

---

Entry 4:
Molecular formula: C3H4OS
Method: DFT, ωB97M-V with the def2-TZVPD basis set

Properties
DFT total energy ... -590.08580 Ha
SMILES string ... C[C@@H]1SC1=O
F_max ... 3.37 eV/Å

Bonds (Å) are listed after each position.
CARTESIAN COORDINATES (ANGSTROEM)
1 C -0.86 0.64 0.38  C2 1.538, H6 1.180, H7 1.056, H8 1.185
2 C -0.05 -0.37 -0.45  C1 1.538, S3 1.895, C4 1.445, H9 1.035
3 S 0.61 -2.02 0.21  C2 1.895, C4 1.707
4 C 1.37 -0.55 -0.23  C2 1.445, S3 1.707, O5 1.167
5 O 2.44 -0.09 -0.31  C4 1.167
6 H -1.73 0.13 1.00  C1 1.180
7 H -1.36 1.34 -0.23  C1 1.056
8 H -0.14 1.25 1.10  C1 1.185
9 H -0.29 -0.32 -1.46  C2 1.035

Here are the Löwdin charges for atoms 1 to 6, given in e: -0.0906, -0.4681, 0.9481, -0.8426, 0.0971, 0.1114

---

What did the fourth record say?
Molecular formula: C3H4OS
Method: DFT, ωB97M-V with the def2-TZVPD basis set

Properties
DFT total energy ... -590.08580 Ha
SMILES string ... C[C@@H]1SC1=O
F_max ... 3.37 eV/Å

Bonds (Å) are listed after each position.
CARTESIAN COORDINATES (ANGSTROEM)
1 C -0.86 0.64 0.38  C2 1.538, H6 1.180, H7 1.056, H8 1.185
2 C -0.05 -0.37 -0.45  C1 1.538, S3 1.895, C4 1.445, H9 1.035
3 S 0.61 -2.02 0.21  C2 1.895, C4 1.707
4 C 1.37 -0.55 -0.23  C2 1.445, S3 1.707, O5 1.167
5 O 2.44 -0.09 -0.31  C4 1.167
6 H -1.73 0.13 1.00  C1 1.180
7 H -1.36 1.34 -0.23  C1 1.056
8 H -0.14 1.25 1.10  C1 1.185
9 H -0.29 -0.32 -1.46  C2 1.035

Here are the Löwdin charges for atoms 1 to 6, given in e: -0.0906, -0.4681, 0.9481, -0.8426, 0.0971, 0.1114

---

Look up the DFT total energy of the first one.
-590.01249 Ha

---

DFT total energy of number 1 (C3H4OS)?
-590.01249 Ha